No. 1
This record from the Open Molecules 2025 dataset describes a structure of composition C18H55NO9 at a distorted geometry. The level of theory is ωB97M-V with the def2-TZVPD basis set.

Values from the calculation:
Kohn-Sham gap = 8.48 eV
energy above the lowest of the compared OMol25 structures with the same formula, charge and spin = 400.35 kcal per mole
HOMO = -0.3024 Ha

```
83
C18H55NO9, DFT ωB97M-V with the def2-TZVPD basis set
C 1.12454 0.46964 -4.94869
C 0.92704 1.44768 -3.74486
C 1.07418 0.83922 -2.34506
O 1.87731 2.44350 -3.75893
H 2.03560 -0.12269 -4.86376
H 1.22044 0.99824 -5.89710
H 0.29640 -0.23162 -5.05113
H -0.06042 1.90919 -3.74030
H 2.01115 0.30618 -2.18365
H 0.29941 0.08933 -2.18535
H 0.94405 1.54798 -1.52724
H 2.67965 2.01582 -3.45083
C 0.27313 -0.24589 2.46276
C 1.37643 -0.92236 3.26849
C 2.34750 -1.86553 2.48843
O 2.16360 0.14513 3.87204
H 0.74400 0.35277 1.68302
H -0.28511 0.53690 2.97630
H -0.43274 -0.97065 2.05711
H 0.94045 -1.49200 4.08918
H 3.04360 -2.41362 3.12337
H 2.92994 -1.18216 1.87048
H 1.79824 -2.56641 1.85978
H 2.29931 -0.15599 4.77343
C -2.60454 -3.10637 0.91884
C -2.39084 -1.66537 1.31032
C -1.75847 -0.96917 0.15365
O -3.62032 -1.06050 1.68235
H -3.26888 -3.25713 0.06795
H -2.98797 -3.72996 1.72644
H -1.61532 -3.45627 0.62375
H -1.74833 -1.62954 2.19009
H -0.84856 -1.49243 -0.14018
H -1.41350 0.03592 0.39629
H -2.31969 -0.91727 -0.77933
H -3.55641 -0.55802 2.49783
C 1.48464 -1.01717 0.30566
C 1.53659 -2.16603 -0.74141
C 0.12637 -2.59171 -1.25716
O -0.43988 -1.48908 -1.92357
C -1.55474 -1.85979 -2.74456
N 2.34060 -1.66735 -1.82489
H 2.47870 -0.89454 0.73569
H 0.76328 -1.36421 1.04546
H 1.22625 -0.02409 -0.06195
H 2.02120 -3.04031 -0.30681
H -0.41705 -3.06372 -0.43863
H 0.33077 -3.41038 -1.94716
H -1.79903 -1.09352 -3.48025
H -2.44029 -2.00290 -2.12535
H -1.35662 -2.80432 -3.25123
H 1.92375 -0.87774 -2.29697
H 3.17541 -1.26176 -1.42654
C -2.44802 0.78638 2.31636
O -2.49809 -0.22368 3.31910
H -1.57354 0.67963 1.67449
H -3.34986 0.90100 1.71501
H -2.23573 1.77527 2.72273
H -2.93224 0.19480 4.06608
C 2.50649 2.08458 -0.17243
O 2.55561 0.87509 0.55475
H 3.43616 2.65274 -0.14068
H 2.37003 1.82232 -1.22157
H 1.66672 2.74274 0.05053
H 2.60316 1.05560 1.49642
C -0.10389 1.37468 0.06737
O -1.40848 1.79511 0.32997
H -0.12236 0.47908 -0.55365
H 0.41813 2.18840 -0.43605
H 0.44303 1.09002 0.96622
H -1.80566 1.96092 -0.52814
C -1.77715 1.33736 -2.25336
O -2.36541 2.21858 -1.27923
H -1.61728 1.74596 -3.25115
H -0.76964 1.19500 -1.86252
H -2.28594 0.37662 -2.33223
H -3.08380 2.72889 -1.66016
C 0.05802 2.82874 2.49747
O 1.20850 3.30815 3.09069
H 0.03986 1.74134 2.57049
H -0.82308 3.21469 3.01010
H -0.06990 3.17336 1.47133
H 1.06953 3.39869 4.03624
```

Results of the Mulliken charge analysis, in e, for atoms 1 through 5:
1. C -1.593
2. C 0.140
3. C -0.049
4. O -0.649
5. H 0.322

---

No. 2
This record from the Open Molecules 2025 dataset describes a cluster of 7 separate species, C18H56N5O6 in total at a distorted geometry. The level of theory is ωB97M-V with the def2-TZVPD basis set.

Values from the calculation:
Kohn-Sham gap = 9.16 eV
total charge = +1
energy above the lowest of the compared OMol25 structures with the same formula, charge and spin = 52.75 kcal per mole
HOMO = -0.4077 Ha

```
85
C18H56N5O6, DFT ωB97M-V with the def2-TZVPD basis set
N -34.88872 11.35412 20.13120
H -35.55025 10.68429 19.81653
H -35.24933 12.04693 20.75626
H -34.40728 11.61239 19.45105
H -34.23933 10.85183 20.57398
C -36.85380 14.86876 19.74783
C -35.50116 15.39509 20.26474
C -35.49487 15.47615 21.76126
O -36.35541 16.40497 22.35211
C -36.48151 16.27547 23.70289
N -34.48522 14.42897 19.80211
H -37.73500 15.44558 20.04923
H -37.18380 14.03110 20.17126
H -36.69796 14.83731 18.76265
H -35.17875 16.44170 19.97691
H -34.39417 15.87732 22.16771
H -35.57834 14.44030 22.08038
H -35.63854 16.28259 24.27524
H -37.30337 15.32450 24.01702
H -36.67553 17.43540 24.06136
H -34.44589 14.81268 18.99414
H -33.70794 14.98903 20.20709
C -37.91458 9.23640 19.10807
C -38.07942 10.13920 17.83266
C -38.44670 11.58376 18.17856
O -39.56980 11.62803 18.99328
C -40.18419 12.95163 19.04514
N -36.70688 10.12952 17.33178
H -37.26834 9.44607 19.87762
H -37.75712 8.25245 19.12491
H -39.05135 9.39799 19.36668
H -38.85432 9.76808 17.01847
H -38.72927 11.78242 17.23093
H -37.74177 12.01780 18.78663
H -39.73713 13.74653 19.68843
H -41.07396 12.68719 19.61590
H -40.17413 13.53094 18.21162
H -36.65949 10.48660 16.31669
H -36.43733 9.21801 17.25116
C -34.51785 8.03528 21.64334
C -35.94454 8.33360 22.10244
C -36.29401 7.66443 23.52863
O -36.03794 6.18165 23.31857
C -36.45627 5.45315 24.37449
N -36.17672 9.71763 22.27242
H -34.03480 7.06258 21.51779
H -33.80106 8.72293 22.11028
H -34.42165 8.43495 20.61332
H -36.55986 7.75443 21.42192
H -37.21584 7.64004 23.88592
H -35.61481 8.14255 24.37217
H -37.43192 5.71643 24.84746
H -35.66502 6.02106 24.92387
H -36.27193 4.38233 24.43873
H -35.56106 9.95383 23.07074
H -37.18560 9.91047 22.74266
C -38.56928 12.42653 22.53302
C -38.92659 11.80302 23.84942
C -40.41536 11.93741 24.24292
O -40.80921 13.34382 24.20735
C -42.09794 13.61057 24.60336
N -38.68818 10.41456 23.69038
H -37.48319 12.16879 22.14673
H -38.66662 13.53991 22.54208
H -39.22957 11.95217 21.69889
H -38.35939 12.10219 24.79273
H -40.65623 11.44305 25.17538
H -41.09527 11.59800 23.49920
H -42.47769 14.56215 24.28016
H -42.01973 13.69227 25.76334
H -42.86298 12.97111 23.88592
H -39.67448 10.03523 23.42759
H -38.60875 9.93543 24.46505
C -33.29622 8.66960 18.26576
O -32.75838 9.95978 18.79826
H -34.41219 8.71724 18.19235
H -32.92762 7.77509 18.83245
H -33.03118 8.63021 17.15977
H -31.83061 9.93521 18.68178
C -32.11881 12.71895 21.84460
O -32.67236 11.45137 22.30492
H -30.95443 12.87186 22.04560
H -32.64134 13.57745 22.42091
H -32.22249 12.76405 20.80576
H -32.49843 11.28903 23.32311
```

Results of the Mulliken charge analysis, in e, for atoms 1 through 5:
1. N 0.618
2. H -0.413
3. H -0.075
4. H 0.630
5. H 0.000